ORCA calculation (the ωB97M-V functional and the def2-TZVPD basis) on a structure of composition C40H46N3O8RbS.

Summary:
E_tot (a.u.): -2740.03850

Geometry as ORCA input:
```
! RIJCOSX wB97M-V def2-TZVPD def2/J DEFGRID3
* xyz -2 1
Rb 0.8531 -0.2458 -0.5858
C 1.1062 2.5697 2.3660
C 2.2458 2.5060 1.5318
C 3.0233 1.4070 1.9417
C 2.3625 0.7764 3.0091
C 1.1942 1.5019 3.2971
C 0.3207 1.2614 4.4945
C 2.8869 -0.4094 3.7575
C 4.3728 1.0126 1.4254
C 2.6003 3.4873 0.4548
C 0.0550 3.6399 2.3207
H -0.2615 2.1501 4.7548
H 0.9159 1.0232 5.3815
H -0.3955 0.4370 4.3867
H 3.7987 -0.1932 4.3269
H 3.1328 -1.2452 3.0959
H 2.1509 -0.7843 4.4719
H 5.1786 1.2079 2.1451
H 4.6300 1.5572 0.5154
H 4.4326 -0.0527 1.1868
H 3.6750 3.6875 0.4282
H 2.1107 4.4505 0.6252
H 2.3220 3.1753 -0.5565
H -0.4117 3.7851 3.3005
H -0.7626 3.4570 1.6082
H 0.4791 4.6074 2.0367
C -1.0403 -0.2441 -3.2184
C -1.4962 -1.3922 -2.5318
C -0.4829 -2.3670 -2.6052
C 0.5960 -1.8351 -3.3473
C 0.2445 -0.5244 -3.7343
C 1.0564 0.4356 -4.5499
C 1.8674 -2.5661 -3.6654
C -0.5571 -3.7476 -2.0292
C -2.8489 -1.6169 -1.9157
C -1.7736 1.0506 -3.4059
H 0.5096 0.7844 -5.4343
H 1.9741 -0.0287 -4.9169
H 1.3595 1.3335 -4.0010
H 1.7295 -3.3653 -4.4056
H 2.3052 -3.0336 -2.7791
H 2.6266 -1.8933 -4.0701
H -0.9798 -4.4911 -2.7186
H -1.1797 -3.7743 -1.1307
H 0.4292 -4.1196 -1.7410
H -3.3548 -2.4846 -2.3587
H -3.5104 -0.7587 -2.0664
H -2.8175 -1.7820 -0.8342
H -1.9069 1.3103 -4.4642
H -1.2615 1.9080 -2.9499
H -2.7705 1.0114 -2.9596
O -2.5932 0.0562 0.8390
S -3.0349 1.4734 0.8913
C -4.8489 1.4724 0.6841
C -5.2323 0.5843 -0.4559
C -5.3062 -0.7914 -0.2653
C -5.6339 -1.6264 -1.3194
C -5.8770 -1.0977 -2.5788
C -5.7857 0.2709 -2.7816
C -5.4631 1.1066 -1.7230
C -2.9672 1.9750 2.6278
C -3.7347 1.0913 3.5539
C -3.3618 -0.2380 3.7461
C -4.1139 -1.0602 4.5690
C -5.2435 -0.5734 5.2130
C -5.6142 0.7512 5.0377
C -4.8605 1.5748 4.2142
H -5.1072 2.5129 0.4836
H -5.3168 1.1497 1.6150
H -5.0748 -1.2028 0.7072
H -5.6614 -2.6958 -1.1664
H -6.1036 -1.7546 -3.4082
H -5.9435 0.6877 -3.7675
H -5.3678 2.1731 -1.8856
H -3.3067 3.0119 2.6700
H -1.8996 1.9646 2.8296
H -2.4843 -0.6157 3.2409
H -3.8120 -2.0889 4.7080
H -5.8262 -1.2213 5.8545
H -6.4896 1.1450 5.5379
H -5.1517 2.6098 4.0745
O 8.6345 -0.0631 -2.8592
N 8.2562 -1.1051 -2.3319
O 9.0123 -2.0273 -2.0344
C 6.8774 -1.2000 -1.9189
C 6.0016 -0.1567 -2.1933
C 4.6906 -0.2477 -1.8015
C 4.1260 -1.3833 -1.0624
O 2.9778 -1.4362 -0.6308
C 5.1277 -2.4288 -0.8696
C 6.4365 -2.3396 -1.2548
N 4.7353 -3.6857 -0.2161
O 3.5760 -4.0500 -0.3243
O 5.6291 -4.3499 0.3033
N 3.8586 0.9210 -2.1365
O 4.3817 1.8215 -2.7803
O 2.6979 0.9314 -1.7659
H 6.3456 0.7276 -2.7089
H 7.1181 -3.1513 -1.0471
*
```


ORCA calculation (the ωB97M-V functional and the def2-TZVPD basis) on a cluster of 2 separate species, C2H8NOS in total.

Summary:
E_tot (a.u.): -609.20407

Geometry as ORCA input:
```
! RIJCOSX wB97M-V def2-TZVPD def2/J DEFGRID3
* xyz -1 1
C -2.0579 -0.3707 -1.0920
S -0.4648 -0.7330 -1.9556
H -2.9031 -0.3189 -1.7719
H -1.9176 0.6166 -0.6418
H -2.3282 -1.0901 -0.3056
N 1.4905 0.9558 -0.0042
C 1.1285 0.3979 1.2804
O 1.1630 -1.0254 1.3215
H 0.6727 0.7790 -0.5977
H 2.3845 0.5625 -0.2513
H 0.1275 0.7682 1.5353
H 1.8255 0.7348 2.0499
H 0.8794 -1.2768 0.4329
*
```


ORCA calculation (the ωB97M-V functional and the def2-TZVPD basis) on a structure of composition C11H15ClN2O6.

Summary:
E_tot (a.u.): -1449.13079

Geometry as ORCA input:
```
! RIJCOSX wB97M-V def2-TZVPD def2/J DEFGRID3
* xyz 0 1
C 3.3124 0.0035 1.3624
C 3.0790 0.2649 -0.1514
C 2.4708 1.6395 -0.4706
O 1.1609 1.8426 0.0702
C 0.1241 1.7089 -0.8563
N -0.5090 0.3684 -0.6541
C -0.1498 -0.6097 -1.4912
O 0.7220 -0.3850 -2.4829
C -0.6771 -1.9012 -1.3811
C -1.5678 -2.1189 -0.3412
O -2.1132 -3.3685 -0.1291
N -1.0666 -4.1389 0.5617
O -1.1646 -4.0109 1.7043
C -1.9369 -1.0608 0.5224
C -1.3937 0.1894 0.3608
C -1.8022 1.2642 1.3592
C -3.3317 1.4151 1.4672
O -3.9832 0.6739 2.1548
O -3.9720 2.4434 0.7874
H 3.3112 -1.0919 1.5039
H 4.3173 0.3409 1.6540
H 2.5188 0.3946 2.0121
H 2.5241 -0.5833 -0.5770
H 4.0728 0.2477 -0.6349
H 2.5392 1.8061 -1.5586
H 3.1198 2.4062 -0.0113
H -0.6521 2.4599 -0.6517
H 0.4214 1.8453 -1.9016
H 1.2729 -1.1818 -2.5614
H -0.3371 -2.7113 -2.1646
H -2.6528 -1.2100 1.3323
H -1.3495 2.2477 1.1903
H -1.4729 0.9456 2.3605
H -4.3159 3.0115 1.4938
Cl -0.5186 -3.1474 -3.8784
*
```


ORCA calculation (the ωB97M-V functional and the def2-TZVPD basis) on a structure of composition C44H48F3N5O4PtS2.

Summary:
E_tot (a.u.): -3494.97677

Geometry as ORCA input:
```
! RIJCOSX wB97M-V def2-TZVPD def2/J DEFGRID3
* xyz 2 1
Pt -0.3746 -0.3329 0.8913
O 2.7942 -2.8331 1.4761
S 1.3797 -3.0438 1.4894
O 0.6711 -3.3030 0.2706
N 0.5833 -1.7290 2.1183
C 1.0611 -1.1497 3.3008
C 1.8971 -1.7196 4.2334
C 2.2128 -1.0495 5.4323
C 1.7230 0.1919 5.7066
C 0.8985 0.8251 4.7541
C 0.4102 2.1351 4.9055
C -0.3270 2.7071 3.9049
C -0.5862 1.9796 2.7419
N -0.1791 0.7289 2.5933
C 0.5803 0.1353 3.5665
C 1.0135 -4.3663 2.5957
C -0.3022 -4.7985 2.7006
C -0.5991 -5.8636 3.5323
C 0.4175 -6.4927 4.2430
C 1.7309 -6.0629 4.1189
C 2.0371 -4.9928 3.2909
H 2.3311 -2.6884 4.0609
H 2.8666 -1.5408 6.1399
H 1.9713 0.7092 6.6230
H 0.6403 2.6855 5.8092
H -0.7030 3.7168 3.9761
H -1.1426 2.4317 1.9406
H -1.0807 -4.3105 2.1272
H -1.6184 -6.2165 3.6180
H 0.1841 -7.3305 4.8862
H 2.5215 -6.5671 4.6573
H 3.0608 -4.6669 3.1567
C 1.4788 2.0933 -5.5990
C 1.0018 1.5641 -4.2505
C 0.3210 2.6814 -3.4761
N -0.2024 2.2880 -2.1487
C -1.3397 1.7289 -1.8163
S -1.6685 1.4285 -0.1113
N -2.3445 1.4582 -2.6614
C -2.8392 2.0496 -3.9031
O -3.3773 1.2973 -4.6592
C -2.7310 3.5102 -4.0681
C -2.6457 4.3816 -2.9828
C -2.5885 5.7468 -3.2046
C -2.6116 6.2401 -4.5035
C -2.7111 5.3728 -5.5846
C -2.7824 4.0079 -5.3701
H 1.9818 1.3110 -6.1643
H 2.1822 2.9173 -5.4723
H 0.6412 2.4527 -6.1989
H 1.8468 1.1726 -3.6826
H 0.2947 0.7446 -4.4019
H -0.4847 3.1077 -4.0640
H 1.0210 3.4938 -3.2812
H 0.4241 2.4237 -1.3616
H -2.9800 0.7455 -2.3264
H -2.6613 4.0079 -1.9659
H -2.5385 6.4293 -2.3672
H -2.5649 7.3074 -4.6730
H -2.7433 5.7629 -6.5925
H -2.8741 3.3165 -6.1973
C -4.6675 -1.4612 3.8999
C -4.3438 -2.2583 2.6274
C -4.0349 -3.7257 2.9601
C -5.4844 -2.1538 1.6037
C -3.1361 -1.6725 2.0247
N -2.1851 -1.2290 1.5683
H -5.5711 -1.8779 4.3437
H -4.8505 -0.4107 3.6751
H -3.8615 -1.5362 4.6296
H -4.9112 -4.1591 3.4410
H -3.1895 -3.8081 3.6438
H -3.8221 -4.3000 2.0575
H -6.3611 -2.6555 2.0121
H -5.2232 -2.6420 0.6645
H -5.7462 -1.1144 1.4070
F 7.9450 3.7593 -0.8615
C 7.0845 3.5687 -1.8726
F 6.7981 4.7793 -2.3819
F 7.7160 2.8683 -2.8209
C 5.8320 2.8789 -1.3960
C 5.4782 1.6300 -1.8774
C 4.3185 1.0224 -1.4205
C 3.5136 1.6666 -0.4848
C 3.8821 2.9227 -0.0015
C 5.0389 3.5263 -0.4572
C 2.3001 1.0391 -0.0231
C 1.2818 0.5038 0.3275
H 6.1079 1.1310 -2.6002
H 4.0401 0.0406 -1.7804
H 3.2599 3.4184 0.7319
H 5.3303 4.4997 -0.0850
C -1.7859 -3.4421 -1.1059
C -1.7583 -1.9803 -1.4669
O -0.6012 -1.1666 -1.0879
C 0.4827 -1.1018 -2.0819
C 1.6706 -2.0195 -1.9618
H -2.7265 -3.8398 -1.4940
H -1.7485 -3.5980 -0.0316
H -0.9665 -3.9964 -1.5547
H -2.6067 -1.4578 -1.0206
H -1.8334 -1.8601 -2.5486
H 0.8138 -0.0709 -2.0377
H -0.0171 -1.2590 -3.0363
H 2.2370 -1.8548 -1.0494
H 2.3065 -1.7614 -2.8145
H 1.4169 -3.0722 -2.0358
*
```


Question: What is the E_tot in the first record?
Answer: -2740.03850 a.u.


Question: Which of these has the lowest E_tot?
Answer: C44H48F3N5O4PtS2


Question: Which formula does entry 2 have?
Answer: C2H8NOS